(1)
128
Properties=species:S:1:pos:R:3 method="wB97M-V/def2-TZVPD" e_above_lowest_ev=0.000 e_tot_ha=-8853.11917 e_homo_ev="-7.221 / -7.251" orbital_gap_ev="6.584 / 6.985" spin_multiplicity=2
H -1.34112 -0.32356 -3.91889
C -1.11790 7.00284 -2.77870
H -0.13453 1.86049 -2.79894
H -0.56170 -5.77220 -0.16777
C 4.25825 7.31432 -0.94794
H -1.11938 3.28313 -3.11390
H -2.15174 -4.18808 -2.93689
C 3.91499 4.61507 -1.38649
H -4.17285 -6.32110 1.53255
C 4.11683 1.38352 2.47356
H 3.88867 -2.97109 3.89613
H 4.43211 -8.33150 -2.20934
C -4.28097 -5.39845 0.95765
Si -5.03746 -1.71702 0.70740
H -5.28776 -3.50761 -1.02511
C -4.05949 -0.68844 -2.69094
H -4.98749 -1.20265 -2.42960
F -0.44433 7.14762 4.36032
C -1.15299 2.20671 -2.93525
H -1.64991 -5.57144 2.93134
F 6.36493 7.19050 -1.98373
H 3.77916 -2.20388 5.48722
H 4.65453 -5.74271 0.52454
C -1.51957 5.33657 -0.63819
H -2.01424 -6.79200 -0.22117
H -6.61179 -2.34080 -1.14012
H -6.62626 -3.56925 0.12233
H -4.11139 -0.43126 -3.75249
C 0.43475 6.33898 3.76593
C 3.77046 -6.51640 -1.26791
O 2.72931 1.37071 2.08896
C -1.63538 -5.77569 -0.35635
C 3.21317 -3.54009 1.00202
Te 0.38513 -2.94674 -0.73229
F -1.73003 4.50768 0.39091
H 5.72118 -7.41569 -1.41705
C 2.41226 5.00259 3.87272
S 0.97138 2.38850 -0.27594
P 1.84970 0.08470 1.81792
C 2.90226 5.31265 -0.75400
H -2.89710 0.80439 1.11248
C -5.89081 -0.02754 0.59785
H -4.54823 2.70031 0.08633
C -2.39853 6.80990 -2.29237
H 0.47994 -4.06216 -3.28211
F 3.78140 3.30665 -1.61612
H 0.07839 -5.77340 -3.10336
F 3.17212 3.94185 1.94207
C -5.98061 -2.89629 -0.44447
H -1.78737 -5.50127 -1.40090
C -2.60586 5.95707 -1.22027
C -0.22222 5.51801 -1.08366
H -6.94433 -0.15722 0.85940
C -1.97517 1.94071 -1.72380
C 0.29950 6.02444 2.42305
C -5.25057 -2.21487 2.52238
F -0.70578 6.62011 1.77198
C 5.25264 6.58710 -1.58008
H 4.14176 -3.73111 1.54049
H -1.58615 1.73242 -3.81681
H 2.70196 -6.96832 -3.06415
F -0.92786 7.80233 -3.82748
H 2.57446 -0.26672 4.46034
Ge 1.19944 4.47025 -0.11985
Si -2.56289 -4.59956 0.80881
H 1.35701 -5.28602 -4.21542
H 2.37787 -3.60513 1.70264
H -5.01689 -4.77228 1.46045
C 1.18926 5.18960 1.76846
C 1.91865 -5.20620 -2.14769
C 0.89846 -5.06608 -3.25092
H 4.75019 -1.45541 4.20676
O 1.79679 -0.33059 0.35547
C 4.67463 -7.71652 -1.34369
F 1.61899 6.11751 5.78504
Sb -2.46153 -1.96369 0.28629
C -2.88698 -3.42919 -3.20646
O 2.63308 -1.09781 2.55031
C 2.24538 4.71672 2.53252
F -3.85582 5.71268 -0.79690
H 4.79051 2.84121 1.02613
H -6.30818 -2.27735 2.78784
F 6.04474 4.53597 -2.40920
F 4.41846 8.62173 -0.74095
H -3.48281 3.33833 -2.12957
H 1.70162 -1.79014 4.25026
H 3.23943 -2.52067 0.62198
F -3.42934 7.41843 -2.86660
C 3.83868 -2.01531 4.41532
Ti -0.09183 -0.29660 -0.03407
C 3.88568 -5.60021 -0.22797
C 4.99786 1.81415 1.31864
F 3.44118 4.49927 4.55857
Te -0.33210 0.24631 2.72280
C 1.48833 5.82095 4.49614
H 6.04227 1.74574 1.62655
C 3.03338 -4.51048 -0.12273
H -4.78421 -1.46561 3.16667
C -1.73485 -4.56586 2.51227
H -2.83623 -3.27511 -4.28719
C 2.79805 -6.28595 -2.22554
H -5.45819 0.67971 1.30807
F 1.15433 6.51441 -2.72287
F 2.13786 7.40017 0.02707
H -0.42143 -0.41927 -2.39908
H -0.73217 -4.13949 2.43542
H -0.37971 -1.74971 -3.53819
N -3.11080 2.63690 -1.51380
H 4.19219 2.08447 3.30497
C -0.05596 6.34303 -2.18220
C 3.10494 6.66635 -0.54854
H 4.83706 1.17101 0.45298
H -2.30674 -3.94967 3.21030
Si -2.56434 -1.79900 -2.30296
N -1.78112 1.09315 -0.72170
C 5.08423 5.23136 -1.79980
C -2.82517 1.30574 0.16666
H -4.67153 -5.66249 -0.02642
H 4.57221 -8.33170 -0.44801
C -1.03563 -0.99253 -3.11371
C 2.01866 -4.32851 -1.06768
C 2.60918 -1.24780 3.97685
H -3.88151 -3.81270 -2.96765
C -3.65672 2.25606 -0.31764
H -4.03216 0.23930 -2.11701
H -4.78240 -3.17477 2.74514
H 4.41896 0.39305 2.81111
H -5.84281 0.41059 -0.39971

(2)
15
Properties=species:S:1:pos:R:3 method="wB97M-V/def2-TZVPD" e_above_lowest_ev=1.342 e_tot_ha=-857.09487 e_homo_ev=-8.594 orbital_gap_ev=9.608 spin_multiplicity=1
H 0.89405 -1.18147 0.30571
H -3.12901 1.09237 2.64798
H 1.24258 -1.39113 -2.27072
H 1.49767 0.46225 -2.31917
H 1.75603 0.33141 0.15662
H 2.64145 -0.69056 -1.64409
N -1.44403 -0.27133 2.00838
P -0.72287 0.47264 -0.53675
C 1.55786 -0.46194 -1.76689
P -0.85884 1.25405 1.40923
C 1.06285 -0.30068 -0.31323
H -3.31090 0.46752 0.93889
C -2.53666 0.69698 1.75807
H -0.14660 1.58338 -1.24682
H -1.37036 -0.40760 3.00539

(3)
62
Properties=species:S:1:pos:R:3 method="wB97M-V/def2-TZVPD" charge=-1 e_tot_ha=-2240.37418 e_homo_ev=-3.757 orbital_gap_ev=6.068 spin_multiplicity=1
H -0.07216 3.08250 0.57424
C -1.91573 1.68908 -1.68160
C 1.64378 1.61459 -1.76138
H 0.70198 4.86376 3.14943
C -2.86766 0.52102 -2.07290
C -2.06418 -0.71052 -2.57985
H 5.65756 1.13006 -1.43140
H -3.41730 -3.91518 -1.24112
S 0.91106 -7.59622 -2.53073
O 0.88188 2.62078 -1.17987
H -2.46341 2.64595 -1.62910
H 0.93610 1.62928 0.65389
O 0.78546 -6.01715 -2.28699
C 3.12750 1.66374 -1.36347
C -1.62017 -0.12747 3.02640
H -1.00889 -0.62184 -2.30712
O -1.49033 5.52972 4.67864
C -2.22641 1.36495 1.04983
O 3.71563 0.46058 -1.84899
H 0.14362 6.79753 4.52309
H -3.54819 0.80007 -2.89145
O -2.25338 3.42127 5.71152
H 3.20223 1.72471 -0.26652
H -1.54867 -6.82630 -1.07296
O 1.48313 -8.18563 -1.37591
H -2.17542 -0.86944 -3.65567
H 1.64772 4.56822 4.62735
H 0.05823 5.80442 5.99803
O -2.27076 3.69806 3.24352
H 3.64400 2.54809 -1.76920
H -0.80517 -4.70013 -1.99401
H 5.06894 -1.34899 0.19207
C -2.14017 0.04126 1.78034
C -0.11222 5.81706 4.91831
C -0.56179 -5.59906 -2.55573
H -1.19453 1.76550 -2.51400
C 0.64508 4.70044 4.22854
H 1.28718 0.59324 -1.56854
H 5.90312 0.11250 0.63058
C -2.54707 -1.93958 -1.89857
H -3.45489 0.26754 -1.18465
C 4.99619 0.25672 -1.30771
H -3.28328 1.45656 0.76499
H -0.64526 -5.39226 -3.62490
O 1.43583 -7.82108 -3.82934
H 1.59873 1.74953 -2.85541
H -2.38687 -6.77378 -2.64095
C -2.97544 -2.97553 -1.46021
H -1.92087 2.11242 1.79021
S -1.69940 3.93582 4.51284
O -0.66130 -7.93225 -2.56339
H 5.46374 -0.53649 -1.90759
H -2.49450 -0.83181 1.21194
H -0.84670 0.13797 -0.36605
H 4.09503 0.04357 0.70657
O -0.14357 3.53291 4.46074
B -1.18663 1.31874 -0.24573
H -2.19218 -0.66287 3.78508
C 0.20178 2.16293 0.01941
C -1.41398 -6.78167 -2.15593
H -0.61253 0.24046 3.22726
C 4.98553 -0.25831 0.15412

(4)
105
Properties=species:S:1:pos:R:3 method="wB97M-V/def2-TZVPD" charge=-1 e_tot_ha=-5904.68123 e_homo_ev="-6.025 / -6.019" orbital_gap_ev="7.086 / 5.326" spin_multiplicity=2
H 1.40737 -2.96192 3.14247
O -1.43647 -8.14474 1.76642
H -1.89240 8.28139 1.32422
H 4.42766 1.13457 2.42554
C -2.79838 7.19256 -0.12581
C -1.73356 7.79857 -1.05502
N -2.45922 7.45029 1.23418
S -0.92285 -0.81938 -0.14346
C -6.32783 0.20837 -2.51689
H 8.13635 -3.62070 3.27457
H 1.87629 0.74067 3.19950
H -0.65223 -2.70270 -4.02006
H -6.44010 2.29102 -1.20058
S -1.57564 -7.18781 2.84777
H 5.25540 0.94096 3.67411
H -4.72680 -0.46653 0.43438
O -2.89386 -7.08178 3.58743
O 1.66872 -0.05134 3.69536
H 6.02862 -1.32471 4.29170
H 0.93122 5.19360 0.57227
O 1.20270 -3.09444 -0.19539
C 3.31908 3.71450 -1.47693
H -6.38807 -1.19336 -4.97174
N 5.37661 0.89255 2.67258
C 6.16666 -0.52374 0.84378
H 2.52776 5.70531 0.13424
F 2.12805 -1.83888 1.59748
H -3.85935 5.50332 -1.17667
H 0.56766 -2.12453 -4.97814
C 1.13482 -3.89726 -3.96307
O -2.40063 -6.18659 0.40680
C 1.65264 5.17738 -0.24466
H -7.85779 -1.37851 -4.00441
S -1.92703 -5.30187 1.52073
H 1.19263 5.64495 -1.11522
H 2.20322 -4.96955 0.55308
H -2.99630 3.26526 -0.78386
O -1.45382 -1.93049 -0.99492
H 5.54896 0.15981 0.26128
H -1.99284 7.78806 -2.11369
H -1.74897 1.22849 2.95896
H 4.12336 3.92967 -0.77341
H -6.09354 0.84644 -3.36898
O 1.81002 -5.64824 1.10172
S 1.22423 -1.69078 0.23261
O 1.89720 2.87814 0.20690
H 3.03177 -4.95628 -4.17898
O -1.94223 4.93769 -0.66322
H -6.50415 -0.45328 0.31759
F -0.48936 -7.65090 4.00719
N -0.73220 -5.93555 2.65332
C 7.08748 -3.64677 3.57006
H 6.95115 -3.41572 4.62653
H 3.39034 2.70238 -1.87523
H -3.76551 7.65902 -0.31341
C 0.42774 -2.55862 -3.98814
H -0.75900 7.35741 -0.84592
H 3.24535 -3.36177 -3.53206
C 6.40337 -1.37490 3.26938
O 6.27514 -2.75143 2.85720
O 0.97741 -4.45181 -2.69344
F -0.92621 -4.21677 0.88436
O -0.50265 0.43775 -0.75746
H 0.88517 -1.97624 -3.18833
H 2.40701 -0.15950 4.29491
H 2.02735 2.00728 -0.17553
H -7.34793 0.43895 -2.20975
H 0.59703 -4.54544 -4.65497
H 7.44001 -1.03859 3.24971
H -5.04008 2.15918 -0.18743
C -5.57451 -0.48694 -0.25051
H 0.25420 -3.99046 -2.26250
H -2.37485 3.84547 -2.33903
C 2.63528 -3.94196 -4.22437
H 2.75485 -3.46362 -5.19648
H 4.51314 -0.98612 2.21864
C -6.80533 -1.65296 -4.07577
H -3.77533 5.33615 0.47135
C -2.12677 3.68474 -1.28988
O 0.57671 -3.26020 3.56147
C 5.50276 -0.52954 2.23598
H 3.43269 4.60462 -2.09572
F -2.26742 -0.34532 0.56522
H 1.65401 -6.37946 0.50404
H -1.50438 8.80734 -0.71155
H 6.12089 -1.55845 0.50411
N -5.52551 1.89652 -1.03329
N -0.11187 -1.21832 1.12861
C 1.91165 3.83968 -0.82328
C -3.15860 5.67735 -0.36011
H 7.12670 -0.01025 0.89614
O 1.92860 -0.68866 -0.60491
H -0.48509 1.54489 3.72992
O -2.94912 -4.48193 2.14603
Cu -0.41357 -1.35396 3.21219
O -1.00118 0.81414 3.38948
H -5.42781 -1.50410 -0.61381
H 1.11986 3.63224 -1.54311
H -1.26956 3.03739 -1.10493
O -6.20917 -1.18370 -2.92017
H -6.71744 -2.73111 -4.20992
H 6.77431 -4.68914 3.51101
H -4.36775 0.40386 -1.92317
C -5.33497 0.52946 -1.43655
H -3.27197 7.77022 1.74131

(5)
19
Properties=species:S:1:pos:R:3 method="wB97M-V/def2-TZVPD" e_above_lowest_ev=0.039 e_tot_ha=-774.21461 e_homo_ev="-6.635 / -9.461" orbital_gap_ev="6.488 / 6.274" spin_multiplicity=3
O -2.59189 -0.74131 -1.53432
H -0.98538 3.11985 0.64080
H 1.36698 2.67446 1.00567
H 1.58054 -2.51021 0.10169
C 0.38301 -0.59950 0.19942
C 1.07382 -1.76825 -0.50328
C -0.57029 2.09891 0.54080
H 2.19183 0.46606 0.94138
C 0.74341 1.86112 0.61818
C -0.97963 -0.14020 -0.16150
O -1.77794 -2.20493 -0.17477
N -1.83108 -1.12156 -0.68699
I 0.09572 -1.18976 2.41353
H 1.83873 -1.23281 -1.17643
C -1.46945 1.10408 0.03543
C 1.31712 0.63398 0.13225
H 0.40786 -2.29083 -1.27967
H -2.54859 1.14194 -0.25187
H 1.75523 0.69895 -0.86032

(6)
57
Properties=species:S:1:pos:R:3 method="wB97M-V/def2-TZVPD" charge=+3 e_above_lowest_ev=6.817 e_tot_ha=-1459.59246 e_homo_ev=-16.268 orbital_gap_ev=1.696 spin_multiplicity=1
O 0.11312 -7.00321 -0.79054
C 0.82824 -0.84129 -4.87748
H -0.25885 -0.85327 -4.95621
H -1.08813 0.69664 -1.06028
H 0.98412 -5.77060 -2.10435
C -0.83662 -0.28443 -0.65736
H 0.70137 -7.63368 -1.21252
O 1.61471 0.22549 -0.73143
C -4.35957 0.71441 -3.67734
H -3.92066 1.69751 -3.50715
H -3.94320 3.62258 4.33805
H -0.84124 -1.27670 3.41201
O -1.55055 -1.38866 4.04915
H 3.31542 -4.80488 2.31057
H 0.70260 0.97588 -5.34948
H 2.90237 5.94980 -3.85054
H 1.20346 3.31863 2.71443
Hg 4.65296 -0.70061 1.27268
H -4.40993 0.49347 -5.53644
H -1.63468 -1.77572 6.05584
H 1.99645 6.12161 -2.39667
H -2.63545 1.52359 2.92297
H 0.00124 -4.89216 -0.92273
C 2.10888 5.47919 -3.27003
H -0.93845 -3.01398 5.22490
O 0.95457 -0.32542 1.18540
H -0.77219 -6.00600 -2.19716
O 2.45929 4.37638 -2.48958
H 0.15250 4.74066 2.96020
H 0.08825 -1.62851 5.25568
O -3.83986 0.14498 -4.84711
C 0.98808 4.33633 2.38888
C 3.19789 -4.22180 3.22396
H -1.58048 -0.40359 0.13040
C 0.06086 -5.79829 -1.52562
C -0.95998 -1.92426 5.21275
Hg 4.00004 1.61632 -3.27312
H -5.44166 0.80317 -3.77383
H 1.29510 -1.34025 -5.72670
H 1.85945 4.98222 2.49680
H 5.13818 -3.83984 3.21926
O 1.37924 0.45727 -4.90813
H -0.16689 4.89544 0.97008
O -3.19784 2.30067 2.88482
O 4.34562 -3.31274 3.34426
H 1.21808 -1.55350 -4.15023
C -3.52997 2.61849 4.24243
O 0.49009 4.21533 1.13569
H -2.61899 2.59977 4.84066
H 3.19244 -4.84848 4.11578
H -4.10277 -0.06493 -2.95986
H 2.18114 -3.84357 3.11779
H 1.12993 5.46549 -3.74915
H -4.16689 1.82848 4.64031
H 1.83635 4.40286 -1.75962
H -0.93633 -1.09258 -1.38197
C 0.63936 -0.15982 -0.02331

(7)
14
Properties=species:S:1:pos:R:3 method="wB97M-V/def2-TZVPD" e_above_lowest_ev=0.493 e_tot_ha=-2843.92066 e_homo_ev=-9.605 orbital_gap_ev=10.062 spin_multiplicity=1
H -1.19441 0.61978 1.08000
H -0.63798 -1.34773 1.80357
H -1.27792 -0.58666 -1.77122
O -2.47698 -2.56270 0.15747
H 0.99419 0.55574 -1.32033
C -1.80388 -1.62541 0.04698
H 0.29830 -1.93626 0.38917
H 1.33024 1.12452 0.45573
C 0.51158 0.94267 -0.36493
C -1.68349 -0.31778 -0.78299
H 0.13491 1.96226 -0.71543
Br -3.19772 0.95945 -1.04495
C -0.45228 -1.27233 0.70645
C -0.62234 0.10606 0.19029

(8)
11
Properties=species:S:1:pos:R:3 method="wB97M-V/def2-TZVPD" e_above_lowest_ev=5.504 e_tot_ha=-372.69806 e_homo_ev=-8.969 orbital_gap_ev=8.526 spin_multiplicity=1
H 2.82368 0.87096 0.38844
C -1.05616 -0.23896 0.63768
H -1.87669 -2.07181 -0.13741
C 1.09745 1.41626 -0.43795
O -2.08160 0.25916 0.00852
N 2.07257 0.52847 -0.19659
N 0.23322 2.15266 -0.69210
H -2.05166 1.22347 0.14503
N 0.11664 -2.13209 0.02483
H 1.71196 -0.38758 0.07986
N -0.98941 -1.62055 0.17968

(9)
13
Properties=species:S:1:pos:R:3 method="wB97M-V/def2-TZVPD" e_above_lowest_ev=3.725 e_tot_ha=-708.68506 e_homo_ev=-8.511 orbital_gap_ev=8.771 spin_multiplicity=1
C -0.85847 0.50418 -0.13653
H 3.52163 0.07531 -0.20193
N 0.18505 -0.24355 -0.00891
H 1.48974 1.56301 0.34990
H 0.13970 -1.35897 0.09464
H -2.48026 0.30312 1.26102
C 1.56180 0.42074 0.10521
C 2.57752 -0.41953 -0.09275
H -3.07050 0.34671 -0.52531
H 2.58522 -1.57751 -0.64429
C -2.28982 -0.23459 0.21618
S -1.04802 2.27400 -0.17593
F -2.31359 -1.65292 -0.24130

(10)
39
Properties=species:S:1:pos:R:3 method="wB97M-V/def2-TZVPD" charge=-1 e_above_lowest_ev=0.000 e_tot_ha=-2152.27471 e_homo_ev="-5.842 / -5.841" orbital_gap_ev="4.647 / 4.645" spin_multiplicity=1
N -3.11855 3.34272 -8.14897
N -5.27037 0.42172 -4.18466
C -2.17146 1.23056 -1.31291
C -1.57282 3.65485 -6.10912
N -0.88944 6.13729 -5.98749
C -4.21120 0.69300 -3.24154
F 0.45264 4.07354 -4.19922
C 0.51437 -0.51175 -2.95769
C -1.10074 2.64916 -5.31793
N 1.87558 -0.04195 -0.82942
F -2.50612 1.00122 -6.31792
Tl 0.16300 0.36898 1.15371
O -1.00608 -1.19573 -0.21597
F 1.44615 2.12795 -2.77119
O -5.74990 1.36431 -4.80007
C 0.26529 -1.90321 -3.17265
N -2.48413 3.66075 -1.91858
C 1.30355 -0.22572 -1.80793
C -2.82869 2.25889 -2.09828
O -2.63389 4.40183 -2.88988
C -1.54916 1.27775 -5.44566
N 0.16887 -3.03550 -3.33844
C -1.02788 0.27346 -4.72122
C -2.11871 -1.34409 -0.81245
C -2.46479 3.44292 -7.20985
O -1.25242 1.50722 -0.50064
O -2.07864 4.04531 -0.84408
H -3.98110 -1.36086 -2.66418
C -0.00609 0.49211 -3.72488
C -3.80243 1.99423 -3.03628
O -2.80958 -2.35611 -0.86109
C -2.65157 -0.11504 -1.58347
C -0.06484 2.86296 -4.33025
O -5.63657 -0.73195 -4.32847
H -4.26271 2.80762 -3.57713
C -3.63487 -0.34929 -2.50390
F -1.48251 -0.95455 -4.90800
C -1.17086 5.02383 -5.98691
C 0.44187 1.86208 -3.59553